DFT (ωB97M-V with the def2-TZVPD basis set) results for C54H146AsCrF6N13O15 as an isolated structure at a distorted geometry.

```
236
Properties=species:S:1:pos:R:3:forces:R:3
Cr -3.24345 -1.94087 3.83433 2.065 -0.561 -3.914
C -0.70637 -4.79931 2.20375 -0.267 0.931 -0.033
C -1.70457 -3.81287 2.76545 1.768 -0.576 -0.227
O -2.38447 -2.97566 2.13582 -2.047 1.547 -2.362
O -1.86433 -3.59792 3.96614 -0.450 -0.029 4.450
H -1.12139 -5.80718 2.21045 -0.053 0.090 -0.410
H 0.20649 -4.81647 2.79915 -0.285 0.129 0.517
H -0.37309 -4.41758 1.23871 -0.432 -0.501 -0.356
As 0.35743 0.01788 0.07276 -0.704 0.788 -1.736
F -0.66663 1.40046 -0.61808 1.497 -2.064 1.249
F 0.23016 -0.84133 -1.49542 0.131 0.889 1.344
F 1.24564 -1.44384 0.69572 -1.486 1.768 0.240
F 0.48251 0.91577 1.66528 -0.490 -1.316 -1.321
F -1.12478 -0.79324 0.60476 0.501 0.616 0.228
F 1.81982 0.77435 -0.45000 -0.564 -0.324 0.475
C 5.01703 -8.39452 0.15643 -0.102 0.465 0.378
C 4.69234 -8.57650 1.66793 0.201 0.832 -0.329
C 4.39462 -7.27084 2.48610 2.515 0.019 -0.716
O 5.55824 -6.40220 2.41786 -0.810 -0.294 0.157
C 5.27799 -5.18736 3.07131 0.978 0.555 -0.246
N 3.53476 -9.36577 1.90114 -2.059 -1.046 -0.521
H 5.20971 -9.34208 -0.34667 0.256 -0.216 0.353
H 5.85537 -7.72168 -0.02404 0.108 -0.091 0.151
H 4.17914 -7.99074 -0.41190 -0.330 0.286 0.269
H 5.45306 -9.21595 2.11572 0.707 0.840 0.229
H 4.21595 -7.51500 3.53327 -0.159 -0.224 0.029
H 3.56007 -6.68288 2.10410 -0.428 -0.326 -0.325
H 6.14205 -4.52322 3.05125 0.486 -0.409 -0.064
H 5.05747 -5.33146 4.12900 -0.535 -0.029 0.060
H 4.57040 -4.56645 2.52185 -0.800 -0.273 0.193
H 3.57656 -10.21463 1.35545 0.484 -0.620 0.227
H 2.75599 -8.94624 1.41368 -0.527 0.585 0.162
C -6.98385 -0.93189 -3.67972 -0.691 -0.167 -0.067
C -5.87863 -0.49037 -4.59195 2.051 -0.763 -1.816
C -4.81755 0.56322 -4.15081 -0.800 -0.073 1.767
O -5.46389 1.51509 -3.24231 -0.327 -2.206 -1.257
C -4.66780 2.58923 -2.94512 0.164 1.305 -0.924
N -5.08450 -1.62437 -5.15196 0.600 0.640 0.323
H -7.34094 -1.90455 -4.01810 0.256 -0.227 -0.093
H -7.86099 -0.31538 -3.87630 0.046 0.420 0.809
H -6.71938 -1.06070 -2.63016 -0.047 0.406 0.066
H -6.30883 -0.10826 -5.51770 -0.482 0.474 0.253
H -4.24355 0.99833 -4.96892 -0.872 0.635 -0.583
H -3.96026 0.18046 -3.59705 -0.133 -1.000 0.504
H -4.16231 2.87280 -3.86826 0.348 0.475 -0.041
H -3.89457 2.45390 -2.18888 -0.062 -0.254 0.395
H -5.37118 3.38822 -2.71067 0.382 0.273 0.434
H -5.58820 -2.43976 -5.47060 -0.192 0.220 0.213
H -4.28873 -1.87968 -4.58480 -0.121 -0.201 0.165
C 0.53713 -1.29530 3.95522 1.126 -0.147 1.375
C -0.62486 -0.51484 4.59069 0.111 -1.134 -1.031
C -0.34622 0.93034 4.91389 0.507 2.210 0.000
O -1.55581 1.76094 5.05109 0.156 -1.671 -0.565
C -1.42025 3.14328 5.33814 0.174 0.788 0.501
N -1.66039 -0.57347 3.50359 -1.232 0.944 1.839
H 0.46602 -2.37932 4.04445 -0.292 -0.039 1.053
H 1.37536 -0.92275 4.54402 0.713 -0.542 -0.410
H 0.76610 -1.30338 2.88957 -0.330 1.445 -0.094
H -0.83305 -0.97504 5.55659 -0.953 -0.548 -0.269
H 0.29211 1.34365 4.13299 -0.066 0.220 -0.037
H 0.23529 0.97260 5.83485 0.015 0.042 0.119
H -0.98157 3.78081 4.57053 0.472 -0.608 -0.340
H -0.90170 3.32557 6.27941 0.367 -0.253 0.008
H -2.38647 3.62451 5.48961 -0.448 -0.747 -0.058
H -2.00391 0.37450 3.56230 -1.716 0.725 0.507
H -1.06661 -0.30860 2.73070 0.035 -1.442 -1.658
C 2.57335 3.67101 1.62822 0.283 1.972 0.833
C 2.71327 3.75406 3.16530 -0.715 -1.705 -1.008
C 1.59777 4.58680 3.84102 1.290 0.655 -1.774
O 1.90318 5.96363 3.65415 0.222 0.668 0.180
C 2.77115 6.38478 4.69771 -0.579 -0.986 1.345
N 2.55487 2.38054 3.55595 -0.055 -2.163 1.395
H 3.38758 3.07253 1.21962 -0.080 0.220 -0.120
H 2.64814 4.72208 1.34936 -0.099 -0.071 -1.040
H 1.62231 3.22140 1.34280 -0.090 0.180 -0.017
H 3.76227 3.94364 3.39279 -0.241 1.063 0.374
H 1.38521 4.33867 4.88090 0.293 -0.113 0.139
H 0.71297 4.41615 3.22774 -0.301 -0.090 0.130
H 3.61595 5.70740 4.82248 0.350 0.128 -0.444
H 2.19641 6.20631 5.60651 -0.025 0.264 0.548
H 3.09986 7.42182 4.76557 -0.279 -0.021 -1.037
H 1.84357 1.93192 2.99659 -0.632 0.263 -0.059
H 3.33916 1.87964 3.16342 0.609 -0.196 0.392
C 3.48827 0.24184 -3.49198 2.121 0.584 0.220
C 3.41810 -1.05807 -4.34727 -1.581 1.375 1.454
C 4.75784 -1.77186 -4.57929 -0.250 -0.672 -0.396
O 5.59996 -0.97611 -5.33365 2.617 1.601 -1.540
C 6.56733 -1.61932 -6.24290 -1.185 -0.903 0.081
N 2.51013 -2.00524 -3.62550 0.909 -0.664 -1.242
H 3.99048 1.08869 -3.95966 0.184 -0.129 -0.831
H 4.18205 0.09176 -2.66479 -0.227 -0.258 0.500
H 2.59731 0.74163 -3.11186 -0.586 -0.922 -0.077
H 3.00241 -0.63487 -5.26171 -0.160 -1.027 -0.543
H 4.69610 -2.71358 -5.12467 -0.976 -0.317 0.022
H 5.16554 -2.06194 -3.61092 0.351 0.271 0.421
H 5.99690 -2.21674 -6.95410 -0.222 -0.619 0.295
H 7.35098 -2.22451 -5.78712 -0.455 -0.258 0.758
H 7.16871 -1.06597 -6.96418 -0.548 1.677 0.693
H 1.75082 -1.61415 -3.08642 0.125 0.737 -0.187
H 3.11256 -2.43497 -2.93810 -0.109 -0.287 0.375
C -5.18031 7.18231 -0.20140 0.220 -1.369 0.402
C -4.85356 5.68630 -0.18922 0.826 -0.272 -0.770
C -3.85352 5.21231 0.89084 -1.456 -0.399 -0.540
O -3.43169 3.91469 0.46592 0.901 1.356 0.134
C -2.31214 3.51680 1.21432 -0.401 -2.112 0.308
N -5.99228 4.77853 -0.24079 -0.358 -0.282 1.040
H -5.95958 7.35387 -0.94397 -0.005 0.249 0.172
H -4.24103 7.61820 -0.54178 -0.268 0.649 0.280
H -5.47827 7.48238 0.80322 -0.082 0.486 -0.203
H -4.24727 5.55160 -1.08497 0.150 -0.130 -0.453
H -4.35129 5.01471 1.84019 -0.201 0.579 0.383
H -2.99992 5.87464 1.03500 -0.023 0.192 -0.215
H -1.29571 3.87137 1.04330 -0.178 0.540 -1.079
H -2.37607 2.45127 0.99370 1.004 -0.285 0.398
H -2.41614 3.65655 2.29031 -0.621 0.096 0.373
H -5.68511 3.82133 -0.33828 0.200 -0.005 -0.005
H -6.69472 4.92034 -0.95253 0.268 0.555 -0.129
C -4.98082 0.10190 0.49952 -2.279 0.265 -3.669
C -4.55088 0.31023 1.85284 1.770 1.872 1.056
C -5.42022 1.27577 2.56478 -0.903 1.371 -0.004
O -6.80846 0.83387 2.52057 3.766 -1.396 -0.060
C -7.68198 1.77105 2.90083 -4.000 2.123 -0.158
N -4.62564 -0.99502 2.44953 0.494 -0.813 1.089
H -5.97886 -0.33625 0.50559 -0.372 -0.045 0.134
H -4.43060 -0.61178 -0.11369 0.745 0.222 0.125
H -5.15292 1.00605 -0.08443 0.479 0.135 -0.040
H -3.51934 0.65626 1.78734 0.122 0.275 0.523
H -5.32385 2.22049 2.02967 -0.235 0.273 -0.076
H -5.10741 1.49817 3.58496 -0.044 -0.321 0.334
H -7.71122 2.66373 2.27603 0.525 0.154 -0.299
H -7.81750 2.14709 3.91490 1.235 -0.413 0.676
H -8.66562 1.33215 2.73369 -0.236 -0.104 -0.150
H -4.73271 -1.40181 1.53129 0.760 -2.589 0.548
H -5.60278 -1.04243 2.70062 -0.468 -0.701 1.060
C 2.85571 5.97974 -6.69385 -0.510 -0.270 -0.709
C 3.41480 6.15814 -5.29492 -2.141 -1.597 0.248
C 2.84429 5.13314 -4.22836 -0.566 -0.197 -0.533
O 3.51698 5.28933 -2.99531 -0.267 1.000 0.538
C 2.89402 4.67934 -1.87840 -0.412 -0.108 -0.525
N 4.80146 5.93022 -5.38723 1.746 0.271 0.630
H 1.78869 6.13025 -6.85790 -0.076 0.355 0.447
H 3.01949 4.98497 -7.10824 0.282 -0.326 0.303
H 3.39858 6.64018 -7.37003 -0.054 0.202 0.087
H 3.17225 7.17197 -4.97644 0.223 0.049 0.323
H 2.96516 4.08260 -4.49267 0.669 -0.271 -0.876
H 1.75758 5.12738 -4.14393 -0.405 0.949 0.425
H 3.34144 5.02237 -0.94553 0.489 -0.290 -0.309
H 2.89085 3.59883 -2.02184 0.404 -0.327 0.408
H 1.83637 4.91757 -1.76561 -0.304 0.458 -0.371
H 5.05118 5.71318 -4.43296 0.910 0.169 0.194
H 4.96939 5.06833 -5.88627 0.001 -0.135 -0.286
C 5.92199 2.14761 1.95630 -0.507 -0.194 -0.642
C 7.15018 3.04679 1.69349 -1.978 -1.419 0.556
C 7.41351 3.83397 2.95231 0.317 0.945 0.614
O 6.22940 4.54679 3.48141 0.642 -0.785 -1.522
C 6.56176 5.11302 4.71382 1.672 -0.131 0.417
N 8.24732 2.22258 1.12508 0.395 0.922 0.794
H 6.02239 1.33464 2.67540 0.720 -0.197 -0.088
H 5.61803 1.74802 0.98881 0.001 -0.424 0.015
H 5.03779 2.66377 2.33029 0.445 0.613 -0.113
H 6.80113 3.73708 0.92553 0.357 0.147 -0.133
H 8.23841 4.50680 2.71792 -0.134 0.841 0.078
H 7.85462 3.23743 3.75085 -0.369 -0.592 0.197
H 7.37593 5.82772 4.59368 0.157 0.332 -0.115
H 7.00992 4.29963 5.28448 -0.226 0.072 0.826
H 5.79997 5.64575 5.28301 -0.542 -0.490 -0.560
H 9.11929 2.69875 1.30683 0.358 0.971 -0.718
H 8.50986 1.41899 1.67772 -1.124 -0.736 0.414
C -0.01760 -4.04110 -1.50383 0.525 -0.677 0.902
C -1.43745 -4.09147 -2.06113 1.886 0.790 0.556
C -2.31657 -5.14377 -1.35673 -1.612 -0.057 -0.309
O -1.85002 -6.36231 -0.84252 1.811 -1.074 -0.878
C -2.88650 -7.27970 -0.51596 0.439 0.411 -0.584
N -2.00928 -2.75194 -1.85483 -1.551 -0.431 0.093
H 0.81764 -3.66785 -2.09641 -0.458 0.109 -0.588
H 0.30781 -5.01043 -1.12619 0.043 -0.218 -0.024
H -0.08107 -3.36092 -0.65446 0.250 -0.024 0.285
H -1.42274 -4.26178 -3.13764 -0.065 -0.297 0.053
H -3.00600 -5.36841 -2.17056 -0.822 -0.091 0.332
H -2.83955 -4.84046 -0.44976 -0.517 1.708 -0.340
H -3.75484 -7.19777 -1.16969 -0.103 0.338 -0.137
H -3.20199 -7.08616 0.50928 -0.131 -0.379 0.222
H -2.49939 -8.28107 -0.70438 0.087 0.023 0.579
H -2.07922 -2.61422 -0.85671 -0.097 0.073 0.294
H -1.39949 -2.00228 -2.14855 0.210 -0.266 -0.385
C -9.52899 -1.86969 2.88744 -0.462 -0.678 -1.318
C -8.17772 -2.55626 2.95177 1.049 0.159 0.150
C -7.53751 -2.75442 1.55495 0.535 -0.754 -0.232
O -6.08715 -3.05102 1.55514 -0.922 -0.245 1.168
C -5.49894 -3.65561 0.38921 -2.003 0.643 -0.488
N -7.36139 -1.74300 3.83651 1.074 0.153 0.297
H -10.21149 -2.39189 2.21691 -0.331 -0.308 0.287
H -9.43833 -0.90394 2.39024 0.254 0.278 0.319
H -9.96183 -1.75836 3.88160 -0.049 -0.034 -0.153
H -8.18736 -3.50184 3.49389 -0.489 -0.385 -0.507
H -7.73478 -1.90237 0.90442 0.153 0.347 0.024
H -8.09480 -3.58526 1.12224 0.205 -0.242 -0.269
H -4.50893 -4.07622 0.56549 -0.190 0.398 0.322
H -5.53081 -2.88947 -0.38546 0.741 0.026 -0.331
H -6.16425 -4.41989 -0.01246 0.077 -0.439 0.204
H -7.87340 -1.75102 4.70707 0.274 0.250 0.396
H -7.38766 -0.79390 3.49210 -0.073 0.388 0.138
C -1.29405 -1.52659 -5.08078 -1.163 2.146 -0.703
C -0.29286 -1.00029 -6.10566 -0.106 0.219 0.213
C 0.22687 0.47568 -5.76505 0.009 -0.587 -0.213
O -0.85001 1.41484 -5.68667 0.397 0.084 1.630
C -0.86133 2.22680 -4.49069 -0.751 -0.135 -0.713
N 0.70451 -2.04342 -6.20777 0.947 0.744 -1.008
H -1.97171 -2.31210 -5.41520 1.058 -0.916 0.087
H -2.08254 -0.77942 -4.99062 0.139 0.676 0.569
H -0.76010 -1.59471 -4.13296 -0.313 -0.627 0.059
H -0.65831 -0.92943 -7.13012 -0.773 0.084 0.161
H 0.90246 0.94577 -6.47968 0.061 -0.743 -0.966
H 0.92479 0.42889 -4.92909 -0.638 0.060 1.046
H -1.70580 2.90250 -4.62634 -0.025 0.036 0.008
H 0.01163 2.85787 -4.32397 0.423 -0.176 -0.379
H -1.04221 1.67158 -3.57031 0.081 -0.445 -0.023
H 1.40233 -1.59057 -6.78055 0.714 -0.644 -0.401
H 1.18456 -2.30499 -5.35851 -0.105 0.175 0.575
C 5.71627 -2.21290 0.05094 0.706 -1.389 0.722
C 4.22816 -2.40563 0.41827 2.169 2.793 0.261
C 4.05149 -1.45944 1.68162 -0.513 -1.546 -0.209
O 5.06878 -1.67497 2.67335 -1.051 0.802 0.199
C 4.65069 -1.33720 3.99305 0.950 -0.532 0.622
N 3.48885 -1.90078 -0.70216 -1.051 -0.253 -0.417
H 6.27378 -2.68263 0.86127 0.358 -0.134 -0.133
H 6.10816 -1.19583 0.04133 -0.730 0.391 0.063
H 6.05854 -2.64919 -0.88746 -0.449 -0.291 -0.055
H 3.93128 -3.42875 0.64891 0.265 -0.010 -0.039
H 3.05644 -1.73159 2.03361 -0.066 0.093 0.786
H 3.97103 -0.41689 1.37385 0.403 0.213 -0.164
H 3.78874 -1.92577 4.30726 -0.143 -0.085 -0.045
H 4.52133 -0.31067 4.33598 -0.646 0.765 -1.265
H 5.48328 -1.53591 4.66789 0.184 -0.903 -0.165
H 2.50890 -1.83996 -0.46532 0.110 -0.360 -0.314
H 3.72608 -0.93446 -0.87555 0.415 0.140 -0.139
```
Positions in Å, forces in eV/Å.

As for the HOMO energy (alpha / beta): -9.7 / -9.7 eV. As for the net charge: +1. The expectation value of S² is 4.147. The multiplicity is 4. The calculation puts the LUMO energy (alpha / beta) at -7.37 / -5.11 eV. For the molar mass, the calculation gives 1458.74 u.

Atomic partial charges in e from the Löwdin method, atoms 1 to 2: number 1, Cr, carries 1.254; number 2, C, carries 0.091